# 1
{"formula": "C24H30N6O5", "method": "ωB97M-V with the def2-TZVPD basis set", "molar_mass_g_mol": 482.5, "e_tot_ha": -1637.26724, "homo_lumo_gap_ev": 8.671, "largest_force_ev_per_a": 1.370, "smiles": "COc1ccc([C@H](C(=O)NC2CCCC2)N(CCO)C(=O)Cn2nnc(-c3ccc(C)o3)n2)cc1", "e_above_lowest_kcal_mol": 4.8, "e_homo_ev": -8.2, "species": ["C", "H", "O", "C", "C", "C", "C", "C", "C", "H", "H", "C", "N", "C", "O", "C", "N", "N", "N", "C", "N", "C", "C", "C", "C", "O", "C", "H", "H", "H", "H", "H", "H", "H", "C", "H", "H", "C", "O", "H", "H", "H", "H", "C", "O", "N", "H", "C", "C", "H", "H", "C", "H", "H", "C", "H", "C", "H", "H", "H", "H", "H", "H", "H", "H"], "coordinates": [[0.4639, 7.0661, 2.0754], [0.1422, 6.4295, 2.9058], [1.3297, 6.3806, 1.2041], [0.8673, 5.2671, 0.5714], [-0.4155, 4.7490, 0.6987], [-0.7732, 3.6063, 0.0027], [0.1289, 2.9569, -0.8248], [1.4072, 3.4905, -0.9622], [1.7745, 4.6235, -0.2716], [2.7665, 5.0357, -0.3667], [2.1299, 3.0077, -1.6029], [-0.2937, 1.7502, -1.6300], [0.7934, 0.7927, -1.8646], [1.5740, 0.4201, -0.8362], [1.4123, 0.8148, 0.3056], [2.6862, -0.6003, -1.1268], [2.0980, -1.8947, -1.2846], [2.0626, -2.5480, -2.4216], [1.4133, -3.6371, -2.2217], [1.0433, -3.6301, -0.9203], [1.4726, -2.5240, -0.3148], [0.2848, -4.6781, -0.3134], [-0.2081, -5.8328, -0.8674], [-0.8874, -6.4989, 0.1721], [-0.7644, -5.7107, 1.2841], [-0.0531, -4.6072, 0.9940], [-1.2740, -5.8819, 2.6690], [-0.4629, -5.7694, 3.3864], [-1.7180, -6.8664, 2.7784], [-2.0250, -5.1248, 2.8921], [-1.3998, -7.4369, 0.1080], [-0.0886, -6.1430, -1.8843], [3.2510, -0.3505, -2.0245], [3.3367, -0.6106, -0.2486], [0.9464, 0.3476, -3.2358], [1.4314, -0.6271, -3.2833], [-0.0501, 0.2479, -3.6735], [1.7641, 1.3405, -4.0682], [3.0843, 1.3643, -3.5646], [3.6163, 1.9667, -4.0940], [1.3159, 2.3421, -4.0101], [1.7534, 1.0095, -5.1147], [-0.6213, 2.1026, -2.6154], [-1.5012, 0.9795, -1.0421], [-2.4878, 0.7618, -1.7188], [-1.3272, 0.5763, 0.2186], [-0.4354, 0.7635, 0.6669], [-2.2636, -0.2685, 0.9263], [-1.6994, -1.6978, 1.0966], [-0.6898, -1.7384, 0.6861], [-2.3046, -2.4350, 0.5712], [-1.6498, -1.9581, 2.6039], [-2.5825, -2.4158, 2.9404], [-0.8229, -2.6125, 2.8714], [-1.5190, -0.5633, 3.2073], [-1.7711, -0.5357, 4.2665], [-2.4788, 0.2600, 2.3532], [-2.2896, 1.3309, 2.4127], [-3.5073, 0.0724, 2.6640], [-0.4989, -0.1986, 3.0813], [-3.1851, -0.2601, 0.3389], [-1.7782, 3.2250, 0.1046], [-1.1477, 5.2216, 1.3341], [-0.4162, 7.4499, 1.5489], [1.0410, 7.9026, 2.4666]], "forces_ev_per_angstrom": [[-0.132, 0.099, 0.123], [-0.004, 0.017, -0.037], [0.175, -0.179, -0.181], [-0.035, -0.134, -0.104], [0.100, 0.357, 0.213], [0.160, -0.159, -0.285], [-0.121, 0.199, -0.020], [-0.144, 0.139, 0.077], [-0.036, 0.154, 0.080], [0.131, 0.049, -0.007], [0.109, -0.086, -0.081], [-0.301, 0.013, 0.142], [-0.232, 0.264, -0.091], [0.405, -0.358, 0.005], [0.237, -0.048, 0.256], [0.209, 0.749, 0.243], [-0.220, -0.885, -0.108], [0.572, 0.453, -0.557], [-0.336, -0.636, -0.039], [0.559, 1.102, 0.125], [-0.308, -0.391, 0.496], [-0.466, -1.140, -0.600], [0.429, 0.878, 0.199], [-0.020, 0.285, 0.644], [-0.441, -0.938, -0.224], [0.171, 0.386, 0.164], [0.173, 0.312, -0.150], [0.017, -0.036, 0.102], [-0.015, -0.043, 0.000], [-0.068, 0.021, 0.079], [-0.126, -0.188, 0.074], [0.059, -0.014, -0.244], [-0.061, -0.146, 0.091], [-0.120, 0.009, -0.184], [0.477, 0.198, -0.545], [-0.157, 0.157, -0.037], [0.079, -0.062, 0.038], [-0.513, -0.135, -0.112], [0.285, -0.003, 0.154], [-0.038, -0.028, 0.049], [-0.019, -0.088, -0.037], [-0.058, 0.047, 0.092], [0.014, -0.196, 0.172], [0.431, 0.335, -0.157], [-0.346, -0.060, -0.328], [0.059, -0.081, 0.372], [-0.040, 0.073, -0.207], [-0.306, 0.009, -0.181], [-0.079, -0.127, 0.017], [-0.050, 0.006, -0.034], [0.023, -0.054, -0.081], [0.101, 0.006, -0.006], [-0.029, -0.050, 0.072], [-0.009, -0.108, 0.056], [-0.215, -0.073, 0.088], [0.093, 0.050, 0.064], [0.066, 0.001, 0.025], [-0.106, 0.069, -0.015], [-0.047, -0.001, 0.039], [0.120, 0.033, 0.040], [0.136, 0.003, 0.115], [-0.093, -0.025, 0.056], [-0.041, 0.076, 0.064], [0.025, -0.029, 0.026], [-0.084, -0.044, 0.002]], "mulliken_charge": [-0.838, 0.334, -0.457, 0.834, -0.632, -0.855, -0.096, -0.235, -1.054, 0.459, 0.408, 0.780, 0.404, 1.129, -0.743, -1.612, 1.422, -0.561, -0.611, 0.018, -0.885, 0.703, -0.428, -0.738, 0.670, -0.208, -1.217, 0.284, 0.356, 0.216, 0.484, 0.583, 0.383, 0.362, -0.854, 0.413, 0.415, -0.667, -0.503, 0.318, 0.341, 0.556, 0.721, -0.552, -0.744, 0.096, 0.306, -0.168, -0.145, -0.375, 0.483, -0.625, 0.235, 0.346, -0.726, 0.423, -0.971, 0.364, 0.342, 0.256, 0.590, 0.487, 0.410, 0.326, 0.244]}

# 2
{"formula": "C3H8NS", "method": "ωB97M-V with the def2-TZVPD basis set", "molar_mass_g_mol": 90.2, "total_charge": 1, "e_tot_ha": -571.72337, "homo_lumo_gap_ev": 9.457, "largest_force_ev_per_a": 3.432, "smiles": "C[C@H]1[NH2+]CS1", "e_above_lowest_kcal_mol": 29.4, "e_homo_ev": -13.9, "species": ["C", "C", "C", "N", "S", "H", "H", "H", "H", "H", "H", "H", "H"], "coordinates": [[-1.7633, 0.6371, -0.2131], [0.1630, -0.5548, 0.4881], [1.1682, -1.2731, -0.3950], [-0.3647, 1.0025, -0.3087], [-1.6371, -1.0811, 0.3886], [-2.3830, 1.3317, 0.4868], [-2.2244, 0.6527, -1.1409], [0.5036, -0.4589, 1.5396], [1.1953, -2.3219, -0.0510], [2.2404, -0.9229, -0.2903], [0.7342, -1.0882, -1.3709], [0.0434, 0.9846, -1.2994], [-0.1183, 1.8890, 0.1186]], "forces_ev_per_angstrom": [[-2.108, 0.633, 2.408], [-0.198, 0.680, -0.067], [0.120, 1.043, 0.866], [2.670, -2.150, -0.166], [1.142, 0.637, -0.132], [1.412, -1.186, -1.080], [-0.892, 0.189, -1.779], [-0.333, 0.832, -0.699], [-0.374, 0.225, -0.543], [-1.367, 0.019, -0.154], [0.633, -0.959, -0.644], [-0.853, 0.021, 1.743], [0.147, 0.015, 0.247]], "mulliken_charge": [-0.456, 0.081, -1.035, -0.369, -0.004, 0.326, 0.357, 0.399, 0.331, 0.312, 0.369, 0.353, 0.336]}

# 3
{"formula": "C32H40B2F32O16Sn", "method": "ωB97M-V with the def2-TZVPD basis set", "molar_mass_g_mol": 1428.9, "e_tot_ha": -5907.37846, "homo_lumo_gap_ev": 8.755, "largest_force_ev_per_a": 4.875, "e_homo_ev": -10.8, "species": ["Sn", "B", "F", "F", "F", "F", "B", "F", "F", "F", "F", "C", "C", "O", "C", "O", "C", "F", "F", "F", "H", "H", "H", "H", "H", "C", "C", "O", "C", "O", "C", "F", "F", "F", "H", "H", "H", "H", "H", "C", "C", "O", "C", "O", "C", "F", "F", "F", "H", "H", "H", "H", "H", "C", "C", "O", "C", "O", "C", "F", "F", "F", "H", "H", "H", "H", "H", "C", "C", "O", "C", "O", "C", "F", "F", "F", "H", "H", "H", "H", "H", "C", "C", "O", "C", "O", "C", "F", "F", "F", "H", "H", "H", "H", "H", "C", "C", "O", "C", "O", "C", "F", "F", "F", "H", "H", "H", "H", "H", "C", "C", "O", "C", "O", "C", "F", "F", "F", "H", "H", "H", "H", "H"], "coordinates": [[0.4921, 0.1014, 0.1541], [-0.0111, -2.8889, 1.3357], [0.9942, -2.7092, 0.3830], [-0.1855, -4.2642, 1.5564], [0.1135, -2.0759, 2.4469], [-1.1577, -2.4150, 0.7655], [2.1459, 2.5906, -1.3233], [0.8355, 2.6684, -1.6093], [2.3308, 2.8154, 0.0228], [2.4385, 1.2653, -1.5486], [2.9382, 3.4131, -2.0709], [3.7966, -5.2628, 1.1934], [3.4703, -3.7476, 1.1701], [4.6386, -2.9808, 1.2327], [4.5864, -1.6844, 1.0869], [3.5466, -0.9698, 0.9319], [6.0142, -1.0223, 1.1111], [6.6448, -1.3432, 2.2604], [6.7262, -1.4937, 0.0480], [6.0348, 0.3111, 1.0456], [4.5496, -5.3386, 0.4089], [2.8774, -5.6833, 0.7855], [4.1164, -5.6474, 2.1619], [2.7995, -3.4561, 1.9783], [2.9595, -3.4809, 0.2449], [-6.7350, 2.3720, -0.7243], [-5.4203, 1.8301, -0.1371], [-5.5246, 0.4275, -0.1221], [-4.4628, -0.3097, 0.2889], [-3.4672, 0.1479, 0.8498], [-4.5027, -1.8088, -0.0941], [-5.5759, -2.1613, -0.8022], [-3.4050, -2.1477, -0.7620], [-4.5967, -2.5149, 1.0714], [-7.1065, 1.7808, -1.5613], [-6.5447, 3.3595, -1.1447], [-7.3961, 2.6259, 0.1043], [-5.2060, 2.1416, 0.8852], [-4.5373, 2.1642, -0.6820], [1.6055, 6.2528, 2.4621], [0.9545, 5.2357, 1.5136], [-0.4403, 5.2022, 1.6261], [-1.1298, 4.1141, 1.2220], [-0.6272, 3.1042, 0.7506], [-2.6571, 4.3141, 1.4848], [-3.3432, 3.9478, 0.4258], [-3.1207, 3.4845, 2.4531], [-2.9460, 5.5893, 1.8575], [1.1840, 7.2158, 2.1738], [2.6866, 6.3238, 2.3422], [1.2734, 6.0115, 3.4718], [1.4229, 4.2533, 1.5738], [1.1328, 5.5374, 0.4815], [3.5725, -2.0714, -7.1039], [3.7855, -0.5384, -7.1856], [3.2049, 0.2094, -6.1624], [1.8624, 0.3878, -6.0147], [0.9949, -0.0131, -6.8122], [1.5365, 1.3530, -4.8286], [2.6042, 1.9922, -4.3684], [0.6533, 2.2033, -5.3444], [1.1257, 0.5918, -3.7889], [2.5472, -2.4101, -7.2534], [3.9698, -2.4335, -6.1557], [4.1323, -2.5731, -7.8933], [3.4588, -0.0940, -8.1257], [4.8408, -0.2705, -7.1347], [-0.5654, -5.9299, -2.1912], [-0.5033, -4.4112, -2.1179], [0.8401, -4.0625, -2.3775], [1.1621, -2.7494, -2.5919], [0.3418, -1.8139, -2.5075], [2.6051, -2.5317, -2.9313], [2.7237, -2.3269, -4.2520], [3.0518, -1.3539, -2.3746], [3.4845, -3.5182, -2.6628], [0.1052, -6.3557, -1.4447], [-0.2920, -6.2738, -3.1887], [-1.5608, -6.3515, -2.0513], [-0.7203, -4.1550, -1.0809], [-1.2594, -3.9736, -2.7698], [-2.8959, -2.9605, 4.2145], [-3.0631, -1.5601, 3.6892], [-2.6261, -0.5628, 4.5708], [-1.9213, 0.5615, 4.1004], [-1.4284, 0.6948, 2.9880], [-1.6679, 1.6611, 5.2028], [-2.5644, 1.5106, 6.2182], [-0.3934, 1.5393, 5.6587], [-1.8321, 2.8839, 4.7124], [-3.4156, -3.7596, 3.6858], [-3.2896, -2.9670, 5.2309], [-1.8790, -3.3489, 4.2708], [-4.1131, -1.3237, 3.5169], [-2.5655, -1.5417, 2.7196], [1.6145, -1.0098, 6.2178], [2.5401, -0.8684, 5.0652], [2.9560, 0.4842, 5.0158], [2.6994, 1.2506, 3.9033], [1.8985, 0.8901, 2.9954], [3.3974, 2.6286, 3.9313], [3.8722, 2.9304, 2.6980], [2.4522, 3.4474, 4.1721], [4.3877, 2.6880, 4.8493], [1.1523, -1.9774, 6.4134], [0.7435, -0.4050, 5.9658], [2.1250, -0.7917, 7.1558], [2.1248, -1.3060, 4.1573], [3.4268, -1.4703, 5.2643], [-3.8785, 4.2175, -2.9955], [-2.7295, 3.1563, -2.8069], [-3.0735, 1.8985, -3.3989], [-2.6535, 0.6643, -2.8348], [-1.8915, 0.5364, -1.8905], [-3.2916, -0.5923, -3.4948], [-3.5698, -0.4678, -4.8215], [-2.4548, -1.6263, -3.4212], [-4.4369, -0.8317, -2.9211], [-4.7296, 3.9523, -2.3682], [-4.2355, 4.2901, -4.0228], [-3.4620, 5.1970, -2.7602], [-2.4885, 3.0906, -1.7459], [-1.7523, 3.4769, -3.1680]], "forces_ev_per_angstrom": [[0.570, 0.295, -0.316], [-1.283, -1.592, 0.287], [0.936, 1.017, -0.448], [0.637, 0.486, 0.476], [1.410, 0.168, 0.885], [-1.802, 1.044, -1.535], [1.469, 0.817, 0.034], [-3.135, 0.619, -0.631], [0.094, 0.149, 1.647], [0.630, -2.951, 0.191], [0.216, 0.478, -0.342], [-0.237, 2.010, -0.983], [-1.515, -1.146, 0.097], [2.062, 1.140, 0.260], [-3.447, 2.937, -0.569], [3.500, -2.594, 0.532], [0.528, -0.071, -0.211], [-0.178, -0.281, -0.524], [-0.471, 0.198, 0.937], [-0.672, -0.758, -0.160], [0.263, -0.632, 0.240], [0.087, -0.582, 0.448], [-0.124, -0.009, -0.245], [0.058, 0.047, 0.095], [0.115, -0.237, 0.078], [1.128, 1.043, 0.565], [-0.050, 1.000, 0.257], [0.954, -2.848, -0.152], [1.565, 2.450, 0.369], [-2.194, -1.008, -1.218], [-0.902, -0.411, 0.920], [0.174, 0.260, -0.184], [-0.340, 0.029, 0.409], [0.562, 0.298, -0.656], [-0.259, -0.254, 0.526], [0.266, 0.090, -0.134], [-0.602, -0.767, -0.333], [-0.382, 0.316, 0.065], [0.011, -0.382, -0.397], [-1.598, -0.142, -0.557], [2.518, -0.104, -1.207], [-2.532, -0.959, 0.519], [2.317, -0.324, 0.132], [-1.509, 1.427, 0.827], [-0.039, -0.088, 1.375], [-0.310, 0.619, -1.182], [0.731, 0.606, -0.013], [0.112, -1.258, -0.653], [0.089, 0.235, 0.326], [-0.140, -0.411, 0.089], [0.444, 0.179, 0.169], [-0.400, -0.155, 0.300], [0.273, 0.060, -0.118], [0.338, 0.557, -0.105], [0.054, -0.877, -1.539], [-1.987, 0.858, 2.358], [-0.378, -1.071, -3.382], [2.521, 0.953, 2.682], [1.516, -1.529, -0.423], [-0.307, 0.375, -0.575], [-0.393, 0.101, 1.198], [-1.108, 0.662, -0.723], [-0.108, 0.401, 0.296], [-0.161, -0.030, -0.090], [0.244, 0.241, -0.080], [-0.320, -0.386, -0.259], [0.048, -0.324, 0.250], [0.176, -0.171, -0.500], [-1.443, -1.225, 1.191], [1.956, 2.538, -1.324], [-4.570, -0.219, 1.683], [2.654, -2.344, -0.083], [2.754, 1.659, -0.832], [-0.634, -0.163, -0.157], [-0.609, -1.674, 0.106], [-1.014, 0.505, 0.642], [-0.015, -0.107, -0.116], [0.352, -0.005, -0.005], [-0.120, 0.430, 0.353], [-0.113, 0.479, -0.096], [0.513, 0.438, -0.198], [0.043, -0.455, 1.527], [-0.416, -1.029, -2.381], [2.173, 3.484, 0.636], [0.331, -2.046, -1.651], [-1.153, -0.208, 2.325], [-0.902, -0.941, 0.393], [1.194, 0.142, -0.579], [-1.141, 0.202, -0.143], [0.301, -0.326, 0.020], [-0.381, 0.564, -0.439], [-0.025, -0.242, 0.199], [0.281, 0.579, -0.095], [-0.124, -0.248, -0.061], [0.146, 0.620, 0.043], [-1.224, -0.146, 0.527], [0.337, -2.111, 0.078], [0.408, 2.296, -2.256], [-2.558, -3.904, -1.375], [2.970, 1.622, 2.861], [1.564, -2.080, -1.365], [0.236, -0.405, 0.992], [-1.727, 2.523, 1.216], [-0.769, 0.229, -0.800], [0.481, -0.475, -0.638], [0.130, 0.439, 0.749], [-0.281, 0.672, -0.046], [-0.188, 0.818, -0.302], [0.383, 0.285, -0.066], [1.075, -1.180, -0.351], [0.121, 1.232, 0.682], [0.139, -3.433, 0.853], [1.035, 2.856, 0.634], [-1.284, 0.340, -1.497], [0.790, 0.455, -2.409], [0.359, 0.600, 0.684], [-0.305, 0.219, 0.653], [-0.913, -0.456, 1.010], [0.112, 0.223, 0.091], [0.152, -0.261, -0.072], [-0.140, -0.063, 0.344], [-0.475, -0.607, 0.226], [-0.203, 0.090, -0.777]], "mulliken_charge": [1.171, -1.340, 0.245, -0.265, -0.033, 0.130, -1.376, 0.090, 0.170, 0.233, -0.266, -1.522, 1.068, -0.309, 0.141, -0.137, 0.813, -0.264, -0.251, -0.174, 0.403, 0.384, 0.362, 0.001, -0.512, -1.529, 0.880, -0.348, 0.187, -0.145, 0.704, -0.291, -0.051, -0.289, 0.325, 0.419, 0.396, 0.205, -0.483, -1.472, 0.433, -0.294, 0.313, -0.030, 0.826, -0.157, -0.201, -0.287, 0.439, 0.364, 0.305, -0.153, 0.285, -0.931, -0.307, -0.258, 0.245, -0.613, 1.122, -0.248, -0.237, -0.230, 0.286, 0.160, 0.440, 0.353, 0.307, -1.654, 0.896, -0.142, 0.215, -0.139, 0.484, -0.239, -0.020, -0.261, 0.329, 0.392, 0.407, -0.241, 0.082, -1.484, 0.895, -0.410, 0.344, 0.121, 0.460, -0.285, -0.181, -0.148, 0.371, 0.398, 0.267, 0.275, -0.430, -1.112, 0.208, -0.306, 0.283, -0.013, 0.718, -0.208, -0.188, -0.268, 0.389, 0.073, 0.349, -0.060, 0.366, -0.984, 0.140, -0.355, 0.269, 0.303, 0.594, -0.282, -0.215, -0.237, -0.041, 0.407, 0.390, -0.164, 0.436]}

# 4
{"formula": "C3H9N3O", "method": "ωB97M-V with the def2-TZVPD basis set", "molar_mass_g_mol": 103.1, "e_tot_ha": -359.15810, "homo_lumo_gap_ev": 9.744, "largest_force_ev_per_a": 5.367, "smiles": "NCCNC(N)=O", "e_above_lowest_kcal_mol": 54.2, "e_homo_ev": -9.0, "species": ["C", "N", "C", "N", "O", "C", "N", "H", "H", "H", "H", "H", "H", "H", "H", "H"], "coordinates": [[0.3255, -0.2362, 0.7876], [0.3245, -0.5064, -0.5556], [0.9126, 0.1074, -1.7206], [2.1349, 0.8651, -1.4137], [0.3752, 0.2599, -2.8459], [-1.0683, 0.4032, 1.3347], [-2.2615, -0.4792, 0.8689], [0.3841, -1.1352, 1.3432], [1.1006, 0.5726, 0.8658], [0.0087, -1.4340, -0.5931], [2.3550, 1.5720, -2.1477], [2.7582, 0.1062, -1.3513], [-1.2317, 1.4984, 0.9026], [-1.0701, 0.5049, 2.4248], [-2.9807, -0.7334, 1.6268], [-2.0670, -1.3653, 0.4734]], "forces_ev_per_angstrom": [[-0.689, 4.857, 2.176], [0.491, -0.852, -4.155], [-1.584, 3.057, -1.152], [-2.508, -0.135, -0.440], [1.281, -1.601, 3.529], [-0.908, 0.120, -2.182], [-0.891, 1.429, 2.522], [0.991, -0.789, 0.821], [-0.337, -0.989, 1.208], [-0.793, -1.128, -1.895], [-0.267, -1.343, 0.610], [1.923, -0.391, 0.292], [0.371, -2.345, 0.684], [0.232, -0.227, -0.171], [1.753, 1.037, -1.260], [0.934, -0.699, -0.588]], "mulliken_charge": [-0.799, -0.073, 0.398, -0.517, -0.572, -0.367, -0.543, 0.385, 0.411, 0.254, 0.271, 0.223, 0.229, 0.301, 0.224, 0.175]}